This record from the OMol25 dataset describes 2 unconnected molecules or ions with the total composition C6H10O. The level of theory is the ωB97M-V functional and the def2-TZVPD basis.

```
17
Properties=species:S:1:pos:R:3
C -1.674 0.292 -0.126
C -0.370 0.427 0.644
C 0.128 -0.790 1.474
C 1.449 -0.766 0.697
O 1.344 -1.581 -0.504
C 0.956 -0.592 -1.309
C 0.976 0.419 -0.155
H -1.835 1.157 -0.779
H -2.520 0.224 0.567
H -1.676 -0.604 -0.756
H -0.403 1.323 1.274
H 0.239 -0.586 2.542
H -0.433 -1.721 1.342
H 2.411 -0.894 1.195
H -0.424 1.430 -3.330
H -0.058 0.845 -3.042
H 1.494 1.366 -0.310
```

Calculated values
highest occupied orbital energy = -0.31215 hartree
frontier orbital gap = 0.3441 Ha
energy above the lowest of the compared OMol25 structures with the same formula, charge and spin = 444.8 kJ/mol